The following is a DFT calculation (ωB97M-V/def2-TZVPD) of a 15-piece molecular cluster, C72H173N7O15 overall.

total charge: 0
E_tot: -4358.70203 Eh
highest occupied orbital energy: -8.037 eV
E_LUMO: 0.0161 hartree
Kohn-Sham gap: 8.5 eV

Cartesian coordinates (Å):
C -1.856 4.146 2.249
C -2.774 4.357 1.006
C -3.609 5.596 0.898
O -1.881 4.401 -0.168
H -2.340 4.184 3.220
H -1.121 4.965 2.224
H -1.234 3.237 2.118
H -3.442 3.474 0.902
H -4.271 5.661 1.765
H -4.190 5.492 -0.055
H -2.929 6.451 0.852
H -1.739 3.460 -0.401
C -5.260 1.528 2.983
C -5.526 0.774 4.275
C -6.952 1.093 4.828
O -5.401 -0.601 3.871
H -5.345 2.598 3.112
H -6.051 1.186 2.334
H -4.298 1.360 2.536
H -4.816 1.064 5.001
H -7.053 0.571 5.815
H -7.729 0.696 4.202
H -7.103 2.166 5.026
H -5.719 -1.180 4.587
C 1.403 6.259 0.045
C 1.226 5.308 -1.161
C 0.327 5.859 -2.251
O 2.590 5.007 -1.627
H 2.157 5.758 0.705
H 0.481 6.367 0.634
H 1.800 7.217 -0.296
H 0.823 4.360 -0.816
H 0.292 5.032 -2.944
H 0.749 6.702 -2.785
H -0.702 6.072 -2.051
H 2.383 4.379 -2.313
C 1.145 6.933 -6.290
C 0.022 5.972 -5.868
C -1.016 5.774 -7.018
O 0.621 4.764 -5.441
H 1.688 6.382 -7.058
H 1.879 7.166 -5.528
H 0.754 7.816 -6.756
H -0.534 6.454 -5.063
H -0.537 5.279 -7.897
H -1.441 6.717 -7.237
H -1.900 5.230 -6.709
H -0.034 4.060 -5.269
C 0.503 1.824 -6.599
C -0.990 1.847 -6.202
C -1.618 0.546 -5.887
O -1.037 2.709 -5.052
H 0.768 0.934 -7.162
H 1.129 1.803 -5.715
H 0.789 2.661 -7.232
H -1.556 2.195 -7.104
H -1.547 -0.119 -6.764
H -2.688 0.778 -5.679
H -1.162 0.062 -5.010
H -1.917 2.771 -4.721
C 4.471 1.924 -4.837
C 3.935 3.268 -4.266
C 4.066 4.430 -5.173
O 2.537 3.162 -3.914
H 5.452 1.857 -5.199
H 3.866 1.636 -5.730
H 4.395 1.128 -4.099
H 4.400 3.630 -3.307
H 3.550 4.238 -6.072
H 5.089 4.769 -5.421
H 3.630 5.306 -4.733
H 1.981 3.812 -4.412
C 0.561 0.218 0.241
C -0.214 1.295 -0.633
C -0.127 1.200 -2.152
O -1.566 1.478 -0.222
H 1.583 0.197 -0.110
H 0.192 -0.775 0.057
H 0.537 0.439 1.314
H 0.174 2.287 -0.410
H -0.768 0.364 -2.515
H 0.925 1.151 -2.476
H -0.475 2.129 -2.595
H -1.931 0.593 -0.372
C -3.045 4.896 -3.359
C -3.517 3.472 -3.032
C -4.851 3.399 -2.254
O -3.643 2.761 -4.287
H -2.746 5.330 -2.410
H -3.744 5.521 -3.898
H -2.170 4.842 -3.983
H -2.825 2.883 -2.379
H -4.804 3.675 -1.218
H -5.221 2.336 -2.243
H -5.619 4.018 -2.739
H -4.170 1.975 -4.094
C -3.136 -4.371 -3.219
C -1.728 -4.865 -2.856
C -1.657 -6.395 -3.029
C -1.512 -6.922 -4.464
C -0.352 -6.173 -5.109
C -0.427 -4.646 -5.027
N -0.635 -4.290 -3.624
O -0.611 -2.907 -3.426
C 0.884 -4.049 -5.466
C -1.489 -4.104 -6.000
C -1.491 -4.611 -1.387
H -3.531 -4.953 -4.065
H -3.169 -3.347 -3.471
H -3.829 -4.646 -2.432
H -0.834 -6.736 -2.426
H -2.541 -6.867 -2.602
H -2.446 -6.766 -5.017
H -1.361 -7.981 -4.441
H -0.277 -6.458 -6.187
H 0.611 -6.508 -4.678
H 1.065 -4.244 -6.515
H 0.998 -2.988 -5.391
H 1.724 -4.410 -4.915
H -2.464 -4.582 -5.843
H -1.600 -3.079 -5.694
H -1.115 -4.200 -7.017
H -2.309 -5.164 -0.927
H -1.550 -3.542 -1.139
H -0.556 -5.075 -1.106
H 0.261 -2.578 -3.149
C -0.770 1.643 4.978
C 0.480 2.275 5.629
C 0.357 3.804 5.655
C 1.436 4.473 6.495
C 1.390 3.808 7.898
C 1.675 2.232 7.904
N 0.628 1.682 6.983
O 0.623 0.278 7.009
C 3.137 1.873 7.503
C 1.348 1.619 9.275
C 1.679 1.864 4.710
H -1.546 1.730 5.670
H -0.471 0.652 4.588
H -1.079 2.269 4.171
H 0.362 4.170 4.645
H -0.641 4.083 6.045
H 1.168 5.533 6.607
H 2.421 4.265 6.096
H 0.426 3.958 8.387
H 2.144 4.155 8.571
H 3.877 2.069 8.267
H 3.143 0.747 7.446
H 3.424 2.325 6.569
H 1.683 0.588 9.345
H 1.694 2.188 10.114
H 0.283 1.555 9.451
H 1.333 1.780 3.674
H 2.119 0.940 5.011
H 2.492 2.556 4.856
H 1.540 -0.027 6.931
C 5.943 -2.153 4.015
C 4.623 -1.576 3.473
C 4.236 -2.165 2.115
C 4.057 -3.682 2.255
C 2.965 -3.940 3.351
C 3.105 -3.190 4.716
N 3.495 -1.792 4.390
O 3.714 -1.032 5.552
C 1.737 -3.098 5.493
C 4.072 -3.995 5.627
C 4.759 -0.005 3.312
H 6.760 -1.833 3.283
H 5.821 -3.208 3.867
H 6.287 -1.807 4.965
H 3.345 -1.687 1.805
H 4.941 -1.957 1.341
H 5.039 -4.136 2.369
H 3.641 -4.150 1.351
H 2.906 -5.065 3.531
H 2.045 -3.703 2.853
H 1.208 -4.010 5.485
H 1.879 -2.711 6.491
H 1.194 -2.317 4.952
H 4.520 -3.362 6.412
H 3.542 -4.745 6.200
H 4.866 -4.413 5.007
H 5.417 0.227 2.440
H 5.121 0.390 4.248
H 3.770 0.409 3.242
H 4.562 -1.253 5.895
C -1.890 -2.613 4.114
C -1.678 -3.222 2.665
C -0.811 -4.480 2.711
C -1.597 -5.689 3.277
C -2.760 -5.977 2.381
C -3.700 -4.714 2.281
N -2.891 -3.534 1.889
O -3.667 -2.420 1.665
C -4.699 -5.014 1.178
C -4.500 -4.458 3.598
C -0.912 -2.118 1.908
H -2.603 -3.147 4.755
H -2.204 -1.601 3.926
H -0.889 -2.581 4.513
H -0.461 -4.737 1.736
H 0.063 -4.305 3.314
H -1.951 -5.467 4.335
H -0.899 -6.534 3.385
H -3.334 -6.838 2.757
H -2.364 -6.191 1.370
H -4.276 -5.449 0.268
H -5.387 -5.714 1.587
H -5.121 -4.044 1.021
H -3.988 -4.814 4.494
H -4.713 -3.422 3.759
H -5.447 -4.965 3.501
H 0.044 -1.903 2.436
H -1.485 -1.144 1.945
H -0.856 -2.372 0.840
H -3.921 -1.991 2.478
C 4.090 2.995 1.508
C 4.964 2.576 0.287
C 4.108 1.500 -0.482
O 4.814 0.967 -1.627
C 5.841 0.168 -1.144
N 5.365 3.753 -0.412
H 3.623 3.968 1.225
H 4.679 3.091 2.439
H 3.274 2.255 1.569
H 5.792 1.999 0.776
H 3.200 1.927 -0.940
H 3.816 0.632 0.102
H 6.145 -0.452 -2.007
H 5.601 -0.465 -0.264
H 6.777 0.654 -0.867
H 4.573 4.283 -0.775
H 5.789 3.383 -1.284
C -4.921 -0.047 -1.072
C -3.906 -0.944 -1.762
C -3.445 -0.347 -3.078
O -4.511 0.074 -3.912
C -5.202 -0.818 -4.690
N -2.702 -1.098 -0.946
H -4.407 0.857 -0.800
H -5.215 -0.654 -0.173
H -5.800 0.140 -1.712
H -4.441 -1.878 -1.967
H -2.872 -1.141 -3.550
H -2.806 0.528 -3.068
H -4.519 -1.518 -5.252
H -5.687 -0.217 -5.427
H -5.996 -1.395 -4.199
H -2.921 -1.608 -0.091
H -1.925 -1.516 -1.504
C 1.906 -5.787 -0.697
C 2.027 -4.860 -1.866
C 2.302 -3.452 -1.424
O 2.206 -2.571 -2.531
C 3.342 -1.718 -2.679
N 3.076 -5.448 -2.704
H 2.915 -6.016 -0.358
H 1.483 -6.780 -1.000
H 1.343 -5.435 0.144
H 1.126 -4.909 -2.502
H 3.332 -3.486 -1.024
H 1.628 -3.206 -0.569
H 4.322 -2.195 -2.537
H 3.265 -0.862 -1.974
H 3.317 -1.213 -3.647
H 3.250 -4.890 -3.513
H 3.910 -5.444 -2.126

Results of the Löwdin charge analysis, in e, for atoms 1 through 4:
1. C -0.04
2. C -0.46
3. C -0.06
4. O -0.09